The following is a DFT calculation (ωB97M-V/def2-TZVPD) of a 12-piece molecular cluster, C22H69NO12 overall.

2S+1 = 1
HOMO energy = -9.410 eV
ΔE to the lowest compared entry with this formula, charge and spin = 0.0000 eV
structure (SMILES) = COC[C@H](C)N.CC(C)O.CC(C)O.CC(C)O.CC(C)O.CC(C)O.CC(C)O.O.O.O.O.O
orbital gap = 8.630 eV

Element x y z (Å)
C1 0.662 -4.241 -3.725
O1 1.413 -4.020 -2.548
C2 2.811 -3.969 -2.795
C3 3.271 -2.759 -3.621
C4 4.787 -2.609 -3.702
N1 2.773 -1.527 -2.997
H1 0.795 -5.271 -4.074
H2 0.901 -3.584 -4.564
H3 -0.393 -4.096 -3.499
H4 3.313 -3.954 -1.827
H5 3.074 -4.864 -3.378
H6 2.843 -2.786 -4.626
H7 5.265 -3.516 -4.069
H8 5.219 -2.337 -2.734
H9 5.013 -1.744 -4.325
H10 1.805 -1.600 -2.689
H11 3.265 -1.453 -2.105
C5 -0.812 -0.106 1.712
C6 -1.066 -0.228 0.199
C7 0.179 -0.679 -0.538
O2 -2.135 -1.155 -0.081
H12 -0.534 -1.029 2.224
H13 -1.665 0.289 2.263
H14 0.003 0.615 1.800
H15 -1.503 0.667 -0.246
H16 0.936 0.114 -0.596
H17 -0.020 -1.105 -1.517
H18 0.787 -1.334 0.091
H19 -1.820 -2.046 0.148
C8 2.451 2.035 -3.281
C9 2.050 1.461 -4.632
C10 2.149 2.487 -5.751
O3 2.986 0.431 -4.961
H20 2.127 3.072 -3.135
H21 3.522 2.004 -3.085
H22 1.964 1.497 -2.462
H23 1.067 0.977 -4.612
H24 1.535 3.374 -5.615
H25 1.861 1.962 -6.665
H26 3.200 2.752 -5.881
H27 2.908 -0.306 -4.296
C11 -2.915 4.739 3.134
C12 -3.141 4.361 1.666
C13 -2.815 2.909 1.425
O4 -4.487 4.632 1.306
H28 -1.897 4.536 3.471
H29 -3.526 4.079 3.764
H30 -3.202 5.765 3.356
H31 -2.485 5.024 1.097
H32 -3.074 2.524 0.440
H33 -3.361 2.276 2.139
H34 -1.789 2.631 1.685
H35 -5.038 4.040 1.832
C14 -5.766 -5.597 -1.781
C15 -4.434 -5.516 -1.065
C16 -3.651 -4.281 -1.522
O5 -4.707 -5.407 0.329
H36 -6.461 -4.800 -1.508
H37 -6.322 -6.517 -1.591
H38 -5.685 -5.500 -2.868
H39 -3.784 -6.374 -1.277
H40 -2.823 -4.008 -0.865
H41 -4.244 -3.376 -1.644
H42 -3.101 -4.519 -2.440
H43 -4.067 -4.802 0.766
C17 0.291 4.351 5.456
C18 0.841 2.958 5.179
C19 0.012 2.147 4.204
O6 2.182 2.980 4.667
H44 -0.754 4.249 5.767
H45 0.370 5.050 4.626
H46 0.717 4.780 6.368
H47 0.945 2.424 6.131
H48 -1.015 2.048 4.549
H49 0.500 1.176 4.134
H50 0.029 2.667 3.245
H51 2.707 3.610 5.169
C20 1.667 3.564 1.040
C21 2.790 4.083 0.169
C22 2.740 5.595 -0.053
O7 4.017 3.766 0.823
H52 1.701 2.481 1.169
H53 0.696 3.833 0.609
H54 1.605 3.969 2.054
H55 2.721 3.560 -0.792
H56 2.599 6.127 0.884
H57 1.909 5.794 -0.738
H58 3.637 5.914 -0.585
H59 4.748 4.005 0.246
O8 3.212 -1.348 0.313
H60 2.617 -1.891 0.837
H61 3.994 -1.240 0.869
O9 -3.350 -3.842 2.148
H62 -3.400 -4.433 2.910
H63 -2.391 -3.756 1.956
O10 0.228 -2.264 5.142
H64 1.079 -1.956 5.476
H65 0.373 -2.410 4.203
O11 -0.774 -3.709 1.136
H66 -0.628 -4.383 0.455
H67 0.054 -3.674 1.628
O12 -4.617 -1.262 1.693
H68 -4.423 -2.102 2.134
H69 -3.848 -1.102 1.124

---

The following is a DFT calculation (ωB97M-V/def2-TZVPD) of a 14-piece molecular cluster, C22H72F3N14O16S overall.

2S+1 = 1
net charge = -1
HOMO energy = -6.409 eV
orbital gap = 8.202 eV

Element x y z (Å)
C1 -0.787 -0.066 -1.227
F1 -0.475 1.081 -1.862
F2 -2.107 -0.227 -1.199
F3 -0.159 -1.054 -1.874
S1 -0.184 -0.011 0.566
O1 1.219 -0.352 0.488
O2 -0.466 1.368 0.959
O3 -1.012 -1.012 1.239
C2 6.669 -0.748 3.513
C3 5.714 -0.439 4.704
C4 4.372 -1.134 4.771
O4 3.550 -0.589 3.752
C5 2.218 -1.059 3.864
N1 6.442 -0.660 5.942
H1 6.987 -1.788 3.567
H2 7.392 0.045 3.365
H3 5.985 -0.664 2.659
H4 5.521 0.613 4.434
H5 3.899 -1.098 5.756
H6 4.530 -2.205 4.569
H7 1.526 -0.297 3.470
H8 1.877 -1.053 4.904
H9 1.987 -1.943 3.266
H10 7.297 -0.134 6.014
H11 5.911 -0.598 6.797
C6 0.037 -4.222 -0.768
C7 1.246 -4.995 -0.264
C8 2.572 -4.200 -0.399
O5 3.634 -5.132 -0.244
C9 4.301 -5.474 -1.421
N2 1.068 -5.352 1.131
H12 0.214 -3.845 -1.781
H13 -0.166 -3.358 -0.125
H14 -0.903 -4.771 -0.847
H15 1.295 -5.883 -0.902
H16 2.550 -3.499 0.433
H17 2.702 -3.645 -1.333
H18 3.689 -5.446 -2.334
H19 4.523 -6.547 -1.399
H20 5.206 -4.881 -1.548
H21 1.896 -5.787 1.502
H22 0.683 -4.605 1.693
C10 -2.386 -4.342 -4.764
C11 -2.273 -3.021 -5.509
C12 -0.775 -2.708 -5.648
O6 -0.432 -1.467 -6.272
C13 -0.997 -0.369 -5.592
N3 -2.878 -3.234 -6.826
H23 -1.865 -4.373 -3.800
H24 -1.964 -5.168 -5.341
H25 -3.413 -4.609 -4.500
H26 -2.745 -2.280 -4.852
H27 -0.430 -3.539 -6.264
H28 -0.297 -2.652 -4.665
H29 -0.540 0.578 -5.875
H30 -0.769 -0.473 -4.515
H31 -2.089 -0.332 -5.645
H32 -3.875 -3.374 -6.721
H33 -2.709 -2.409 -7.397
C14 -2.861 6.220 -3.670
C15 -3.726 5.223 -4.436
C16 -4.073 3.940 -3.731
O7 -2.962 3.080 -3.564
C17 -3.317 1.748 -3.340
N4 -5.002 5.957 -4.726
H34 -2.691 7.126 -4.260
H35 -1.885 5.937 -3.286
H36 -3.428 6.560 -2.797
H37 -3.299 4.966 -5.411
H38 -4.757 3.404 -4.413
H39 -4.664 4.061 -2.816
H40 -2.426 1.139 -3.477
H41 -4.117 1.377 -3.992
H42 -3.644 1.614 -2.302
H43 -5.335 5.561 -5.613
H44 -4.712 6.857 -5.118
O8 -4.022 1.679 0.327
H45 -3.264 1.107 0.130
H46 -4.097 1.661 1.289
O9 1.893 1.486 -3.495
H47 1.487 0.745 -3.036
H48 1.164 2.088 -3.680
O10 -0.233 -3.212 3.093
H49 -0.017 -2.623 3.836
H50 -0.591 -2.619 2.417
O11 3.721 -1.203 0.961
H51 2.797 -0.959 0.718
H52 3.718 -1.240 1.938
C18 0.822 4.235 2.957
O12 1.119 5.325 3.436
N5 0.266 4.065 1.696
N6 1.004 3.039 3.614
H53 -0.170 3.177 1.479
H54 0.010 4.869 1.154
H55 0.899 2.180 3.107
H56 1.628 3.106 4.402
C19 -1.931 5.065 -0.543
O13 -2.754 5.762 0.069
N7 -2.069 3.717 -0.593
N8 -0.781 5.570 -1.060
H57 -1.289 3.186 -0.943
H58 -2.780 3.193 -0.104
H59 -0.708 6.558 -1.210
H60 -0.108 4.989 -1.526
C20 4.828 2.581 1.466
O14 5.340 3.702 1.502
N9 5.504 1.483 1.002
N10 3.506 2.369 1.766
H61 5.047 0.591 1.131
H62 6.437 1.665 0.700
H63 2.988 3.060 2.265
H64 3.044 1.487 1.624
C21 -1.287 0.012 4.855
O15 -0.536 -0.942 5.107
N11 -1.534 1.003 5.769
N12 -1.805 0.210 3.606
H65 -2.328 1.608 5.698
H66 -1.019 1.029 6.626
H67 -1.534 -0.345 2.781
H68 -2.224 1.111 3.465
C22 -4.710 -2.625 3.917
O16 -4.257 -2.571 5.056
N13 -6.007 -3.034 3.655
N14 -3.976 -2.257 2.817
H69 -6.240 -3.043 2.681
H70 -6.496 -3.575 4.335
H71 -4.472 -1.975 1.992
H72 -3.099 -1.824 3.060

---

The following is a DFT calculation (ωB97M-V/def2-TZVPD) of C22H74B2O15PtSSr as an isolated structure.

2S+1 = 3
HOMO energy (alpha / beta) = -7.391 / -8.063 eV
orbital gap (alpha / beta) = 6.415 / 7.085 eV

Element x y z (Å)
Pt1 -0.400 0.244 -0.133
Sr1 3.494 1.756 0.621
B1 -2.305 1.103 0.782
H1 -1.475 1.752 0.547
H2 -2.766 0.874 -0.166
H3 -1.914 0.192 1.207
H4 -2.969 1.611 1.464
B2 1.121 0.865 1.339
H5 0.207 0.570 1.831
H6 0.934 1.796 0.826
H7 1.934 0.972 2.040
H8 1.426 0.086 0.657
S1 1.407 1.006 -2.173
O1 2.515 1.558 -1.507
O2 1.158 -0.274 -1.633
O3 0.246 1.746 -1.768
O4 1.609 0.970 -3.592
C1 -5.428 -1.243 1.172
C2 -5.631 -0.082 2.186
O5 -4.399 0.087 2.798
H9 -4.645 -1.211 0.414
H10 -6.306 -1.374 0.540
H11 -5.309 -2.179 1.719
H12 -6.330 -0.359 2.975
H13 -6.108 0.772 1.705
H14 -3.774 0.550 2.235
C3 -2.025 -0.541 -4.078
C4 -2.582 -0.578 -2.631
O6 -1.566 -0.971 -1.708
H15 -2.717 -0.053 -4.764
H16 -2.001 -1.588 -4.382
H17 -1.013 -0.141 -4.132
H18 -3.373 -1.317 -2.505
H19 -3.003 0.358 -2.263
H20 -1.834 -1.863 -1.476
C5 3.900 -2.135 2.988
C6 4.707 -1.157 2.116
O7 3.823 -0.592 1.195
H21 4.525 -2.511 3.798
H22 3.439 -2.923 2.392
H23 3.114 -1.622 3.543
H24 5.607 -1.530 1.628
H25 5.198 -0.383 2.707
H26 3.444 -1.383 0.805
C7 0.543 -3.514 2.198
C8 -0.322 -2.215 2.164
O8 -0.591 -1.869 0.872
H27 0.535 -3.962 3.192
H28 1.526 -3.371 1.748
H29 0.233 -4.352 1.574
H30 0.254 -1.441 2.671
H31 -1.224 -2.358 2.760
H32 -1.254 -2.465 0.515
C9 1.185 -3.142 -4.499
C10 2.547 -2.381 -4.760
O9 2.222 -1.323 -5.702
H33 1.344 -4.198 -4.281
H34 0.601 -3.128 -5.420
H35 0.584 -2.643 -3.739
H36 3.247 -3.092 -5.198
H37 3.004 -1.909 -3.890
H38 2.105 -1.767 -6.546
C11 -0.225 -4.347 -1.508
C12 -1.680 -4.384 -1.820
O10 -2.323 -3.627 -0.818
H39 0.436 -4.849 -2.215
H40 -0.179 -4.902 -0.570
H41 0.111 -3.341 -1.255
H42 -1.990 -5.429 -1.798
H43 -1.987 -3.961 -2.777
H44 -2.731 -4.229 -0.190
C13 0.950 0.529 5.081
C14 1.548 1.944 4.940
O11 2.978 1.911 5.258
H45 0.781 0.307 6.135
H46 1.587 -0.257 4.676
H47 -0.053 0.491 4.656
H48 1.007 2.659 5.559
H49 1.591 2.228 3.888
H50 3.245 1.844 6.178
C15 4.590 -3.536 -0.419
C16 3.142 -3.416 -0.986
O12 2.675 -2.220 -0.378
H51 5.213 -2.672 -0.651
H52 5.022 -4.494 -0.706
H53 4.600 -3.663 0.663
H54 2.461 -4.247 -0.807
H55 3.159 -3.308 -2.071
H56 2.063 -1.750 -0.949
C17 1.446 5.913 -0.373
C18 1.668 4.348 -0.237
O13 2.804 4.184 0.521
H57 0.666 6.172 -1.089
H58 2.300 6.457 -0.775
H59 1.126 6.334 0.580
H60 1.675 3.791 -1.175
H61 0.829 3.847 0.246
H62 2.898 5.035 0.955
C19 -2.684 3.082 -5.014
C20 -1.768 3.317 -3.827
O14 -0.469 2.900 -4.189
H63 -3.707 3.295 -4.703
H64 -2.690 2.204 -5.660
H65 -2.497 3.763 -5.843
H66 -1.974 2.709 -2.946
H67 -1.826 4.381 -3.597
H68 -0.104 2.595 -3.355
C21 -2.627 5.411 3.689
C22 -2.519 4.031 3.292
O15 -3.761 3.624 2.878
H69 -2.863 5.956 2.775
H70 -1.669 5.731 4.098
H71 -3.275 5.806 4.472
H72 -2.263 3.450 4.178
H73 -1.687 3.811 2.624
H74 -3.497 2.849 2.378

---

The following is a DFT calculation (ωB97M-V/def2-TZVPD) of a 15-piece molecular cluster, C22H74N12O15 overall.

2S+1 = 1
HOMO energy = -7.946 eV
ΔE to the lowest compared entry with this formula, charge and spin = 1.5254 eV
orbital gap = 7.595 eV

Element x y z (Å)
C1 2.404 0.442 5.576
C2 1.318 0.043 4.601
O1 1.923 0.083 3.345
H1 2.845 1.472 5.449
H2 3.316 -0.161 5.494
H3 2.082 0.425 6.559
H4 0.477 0.697 4.596
H5 0.932 -0.917 4.832
H6 1.294 -0.029 2.652
C3 2.699 2.363 -4.359
C4 3.244 3.754 -3.888
O2 4.307 4.282 -4.626
H7 3.478 1.603 -4.374
H8 2.426 2.454 -5.382
H9 2.018 1.885 -3.667
H10 3.478 3.763 -2.802
H11 2.437 4.453 -3.971
H12 4.020 4.422 -5.472
C5 1.099 -0.174 -0.630
C6 -0.150 0.495 -0.079
O3 -0.089 0.312 1.332
H13 1.358 0.134 -1.671
H14 0.838 -1.217 -0.613
H15 2.008 0.006 0.043
H16 -0.959 -0.074 -0.515
H17 -0.247 1.542 -0.407
H18 -0.837 0.727 1.785
C7 -2.130 3.732 -2.930
C8 -2.759 2.786 -1.965
O4 -2.780 1.513 -2.552
H19 -2.697 3.818 -3.808
H20 -1.208 3.366 -3.266
H21 -2.069 4.764 -2.617
H22 -3.783 2.982 -1.746
H23 -2.272 2.807 -1.026
H24 -3.437 0.986 -2.043
C9 -3.688 0.023 0.677
C10 -5.075 0.180 -0.053
O5 -5.017 0.148 -1.479
H25 -3.748 0.222 1.712
H26 -2.862 0.679 0.298
H27 -3.404 -1.052 0.563
H28 -5.421 1.103 0.259
H29 -5.751 -0.626 0.331
H30 -5.701 -0.381 -1.864
C11 -0.043 -6.017 -0.993
C12 0.022 -4.577 -1.514
O6 1.071 -4.511 -2.464
H31 -0.388 -6.753 -1.695
H32 -0.814 -5.991 -0.163
H33 0.919 -6.320 -0.584
H34 0.177 -3.879 -0.697
H35 -0.939 -4.444 -2.059
H36 0.643 -4.925 -3.212
C13 -0.570 -2.574 2.117
C14 -0.865 -4.093 2.058
O7 -1.490 -4.453 3.251
H37 -0.272 -2.230 3.133
H38 -1.441 -1.990 1.733
H39 0.219 -2.446 1.389
H40 -0.013 -4.718 1.997
H41 -1.490 -4.314 1.200
H42 -2.077 -5.200 3.032
C15 2.212 3.379 2.328
O8 2.483 4.720 2.156
N1 2.404 2.573 1.283
N2 1.788 2.865 3.455
H43 2.573 3.013 0.376
H44 2.068 1.671 1.229
H45 1.676 3.404 4.348
H46 1.783 1.822 3.490
C16 -0.574 -2.810 -4.669
O9 -0.673 -4.191 -4.642
N3 0.024 -2.108 -3.784
N4 -1.094 -2.218 -5.711
H47 0.409 -2.569 -3.011
H48 -0.254 -1.107 -3.739
H49 -1.597 -2.768 -6.375
H50 -1.392 -1.269 -5.740
C17 4.295 0.151 -1.399
O10 3.704 1.430 -1.377
N5 4.044 -0.837 -2.176
N6 5.160 -0.207 -0.504
H51 3.469 -0.750 -3.048
H52 4.722 -1.684 -2.234
H53 5.315 0.546 0.194
H54 5.753 -1.052 -0.502
C18 -3.121 0.623 4.555
O11 -1.962 0.348 3.858
N7 -4.086 -0.239 4.675
N8 -3.376 1.763 5.144
H55 -3.954 -1.164 4.214
H56 -4.910 -0.239 5.241
H57 -2.829 2.700 4.985
H58 -4.073 1.808 5.920
C19 -1.568 3.302 2.014
O12 -0.971 4.238 1.222
N9 -2.843 2.950 1.905
N10 -1.006 2.715 3.023
H59 -3.375 3.411 1.151
H60 -3.216 2.173 2.398
H61 -0.010 2.964 3.017
H62 -1.315 1.866 3.517
C20 3.077 -3.067 0.325
O13 2.445 -4.114 0.954
N11 2.983 -2.952 -0.980
N12 3.889 -2.277 0.910
H63 2.272 -3.545 -1.477
H64 3.182 -2.006 -1.434
H65 4.008 -2.512 1.921
H66 4.280 -1.429 0.466
C21 1.054 3.625 -1.283
O14 2.076 4.453 -0.707
H67 1.489 2.707 -1.528
H68 0.684 4.095 -2.187
H69 0.207 3.381 -0.649
H70 1.607 5.147 -0.227
C22 -2.396 -2.063 -1.867
O15 -2.792 -2.960 -0.903
H71 -1.316 -2.005 -1.642
H72 -2.667 -1.029 -1.730
H73 -2.624 -2.337 -2.883
H74 -3.704 -2.732 -0.699

---

Question: Which formula does entry 4 have?
Answer: C22H74N12O15